1.
A structure of composition C24H35IrN2O2P2S4. Source: OMol25; level of theory: ωB97M-V/def2-TZVPD.

The calculation puts the relative energy (zero: lowest compared OMol25 entry of this formula, charge and spin) at 0.0 kJ/mol. The calculation puts the HOMO energy at -0.26878 Ha.

CARTESIAN COORDINATES (ANGSTROEM)
Ir 0.4774 1.0955 -1.2124
O 2.7557 5.3419 -6.1008
C 2.3529 4.6122 -5.2433
S 0.8197 3.7210 -5.3411
C 0.9657 2.9302 -3.7884
C 2.0744 3.1763 -3.0624
S 2.3163 2.4976 -1.4928
S 3.2584 4.2612 -3.7480
S -0.2945 1.9164 -3.1735
C -2.9551 0.9221 -1.3796
P -1.4823 -0.0686 -0.9784
C -1.7679 -0.3998 0.7996
N -2.8209 -1.0762 1.1803
C -3.0260 -1.2106 2.5171
C -4.1306 -1.9622 2.9817
C -4.3557 -2.0710 4.3243
C -3.4988 -1.4353 5.2538
C -2.4265 -0.7051 4.8263
C -2.1678 -0.5872 3.4407
N -1.0925 0.1339 3.0211
C -0.8716 0.2010 1.7327
P 0.5349 1.2057 1.0531
C -0.0831 2.8751 1.4757
C 1.9710 0.9716 2.2253
C 3.0173 2.0439 1.8919
C 2.5618 -0.4144 1.9863
C 1.6352 1.1064 3.7137
C -1.7335 -1.6925 -1.8452
C -0.9699 -2.7912 -1.1035
C -3.2199 -2.0613 -1.9187
C -1.1870 -1.5515 -3.2708
H -3.8713 0.4314 -1.0577
H -2.9847 1.0865 -2.4579
H -2.8651 1.8957 -0.8990
H -4.7690 -2.4294 2.2454
H -5.1955 -2.6424 4.6942
H -3.7069 -1.5369 6.3100
H -1.7517 -0.2076 5.5088
H -0.2612 2.9600 2.5488
H -1.0168 3.0508 0.9415
H 0.6339 3.6283 1.1515
H 3.3046 2.0599 0.8420
H 3.9148 1.8292 2.4761
H 2.6764 3.0397 2.1736
H 2.9162 -0.5304 0.9674
H 1.8268 -1.1973 2.1884
H 3.4046 -0.5688 2.6629
H 1.1469 2.0513 3.9501
H 2.5815 1.0776 4.2599
H 1.0045 0.3011 4.0750
H -1.4067 -2.9922 -0.1254
H 0.0793 -2.5260 -0.9900
H -1.0395 -3.7100 -1.6907
H -3.6943 -2.0728 -0.9381
H -3.2969 -3.0634 -2.3465
H -3.7707 -1.3862 -2.5740
H -0.1203 -1.3365 -3.2655
H -1.7043 -0.7680 -3.8280
H -1.3613 -2.4948 -3.7940
C 3.0436 -2.2578 -1.0686
C 2.7259 -0.8938 -1.6553
C 3.1612 -0.8020 -3.1178
O 1.3297 -0.6984 -1.5926
H 4.1198 -2.4385 -1.0816
H 2.5669 -3.0373 -1.6656
H 2.6895 -2.3584 -0.0418
H 3.2515 -0.1042 -1.1112
H 2.5816 -1.5097 -3.7118
H 4.2204 -1.0358 -3.2451
H 2.9796 0.2023 -3.5024

Cartesian forces, eV/Å:
0.301 -0.222 -0.554
0.001 0.096 -0.056
0.063 -0.128 0.047
-0.045 0.003 0.000
0.032 -0.040 0.112
-0.083 -0.074 0.081
0.210 0.269 -0.019
-0.043 0.014 -0.012
-0.217 0.239 -0.397
-0.017 0.026 -0.075
-0.270 -0.182 -0.119
0.016 0.058 0.089
0.040 0.051 0.043
-0.061 -0.039 -0.165
-0.010 0.010 0.100
0.028 0.011 -0.137
0.113 0.079 -0.044
-0.074 -0.058 0.027
0.184 0.123 0.019
-0.080 -0.057 -0.099
0.011 -0.065 0.073
-0.154 0.232 0.623
0.041 -0.023 0.158
0.092 -0.041 -0.022
0.024 -0.062 -0.043
-0.096 -0.064 -0.010
-0.031 0.033 0.021
-0.051 -0.006 -0.056
0.019 0.005 0.021
-0.016 -0.009 0.020
-0.025 0.009 0.015
0.018 -0.035 0.036
-0.011 0.010 0.007
0.013 -0.006 0.013
-0.043 -0.031 0.000
-0.037 -0.028 -0.034
0.036 0.027 0.033
-0.001 0.000 0.056
-0.023 0.023 -0.030
-0.001 -0.032 -0.020
0.028 -0.041 -0.034
-0.015 -0.039 -0.019
0.020 0.002 0.011
-0.022 0.041 -0.030
0.024 0.023 -0.085
-0.004 -0.035 -0.015
0.027 0.002 0.013
-0.011 0.016 0.012
0.018 0.023 0.013
0.026 0.001 -0.014
-0.019 0.000 0.046
0.046 0.004 0.013
0.030 -0.019 -0.004
0.026 -0.005 -0.022
0.006 -0.020 -0.019
-0.018 0.018 -0.001
0.021 0.019 0.010
-0.002 0.035 -0.007
0.011 -0.014 -0.022
0.082 -0.128 -0.012
0.067 0.305 -0.347
0.049 0.012 0.098
-0.257 -0.211 0.614
0.039 -0.017 0.008
-0.040 -0.018 -0.037
-0.024 0.039 -0.056
0.071 -0.122 0.179
-0.031 -0.039 -0.024
0.025 0.027 0.037
-0.025 0.025 -0.008

***

2.
The molecule C7H12N2OP2 at a distorted geometry. Source: OMol25; level of theory: ωB97M-V/def2-TZVPD.

The calculation puts the relative energy (zero: lowest compared OMol25 entry of this formula, charge and spin) at 0.0 kJ/mol. The structure (SMILES) is C/N=C(/C)Oc1pc(C)n(C)p1. The calculation puts the HOMO energy at -0.28733 Ha.

CARTESIAN COORDINATES (ANGSTROEM)
C 2.0224 -0.8226 1.8993
N 2.8310 -0.4225 0.7976
C 2.6833 0.3050 -0.1878
C 3.9092 0.4520 -1.0926
O 1.6821 1.0822 -0.6178
C 0.3499 0.7708 -0.4898
P -0.7428 1.9330 0.2619
C -2.0916 0.8009 -0.0622
C -3.4695 1.1935 0.3936
N -1.8623 -0.4091 -0.5562
C -2.7886 -1.5331 -0.7737
P -0.2314 -0.7710 -0.9930
H 1.6305 -1.7792 1.4243
H 1.3287 0.0616 2.2200
H 2.5931 -1.1814 2.7222
H 4.7582 0.0116 -0.7224
H 4.2210 1.6012 -1.1511
H 3.6172 0.1418 -2.0648
H -3.8334 1.9713 -0.3218
H -3.3093 1.6483 1.4031
H -4.2275 0.4474 0.4100
H -2.2853 -2.4024 -0.5023
H -3.7487 -1.5797 -0.1662
H -3.0361 -1.5196 -1.8303

Cartesian forces, eV/Å:
-1.973 0.643 -1.735
1.188 -0.565 1.279
2.639 -0.362 -0.519
-1.778 4.359 -0.093
-1.036 1.195 -0.464
-0.137 -0.487 0.512
-0.703 -1.365 -0.983
-0.312 0.581 1.060
0.697 1.941 -0.085
0.897 -0.214 0.089
-1.994 1.509 0.142
0.254 0.275 0.001
-0.970 1.099 1.214
0.509 -2.143 -0.380
0.796 0.178 0.666
1.594 -1.585 0.889
-0.963 -2.179 -0.084
0.147 -0.286 -1.081
0.131 -0.327 0.750
-0.697 -0.253 -0.819
-0.301 -0.833 0.195
0.972 -1.578 0.138
1.280 0.754 -0.636
-0.242 -0.360 -0.056

***

3.
A structure of composition C39H33AsBrF6N5O5SSeW. Source: OMol25; level of theory: ωB97M-V/def2-TZVPD.

The calculation puts the relative energy (zero: lowest compared OMol25 entry of this formula, charge and spin) at 92.0 kJ/mol. The spin multiplicity is 2. As for the expectation value of S²: 0.785. The calculation puts the HOMO energy (spin up / spin down) at -0.38290 / -0.40046 Ha. Its net charge is +1.

CARTESIAN COORDINATES (ANGSTROEM)
W 0.7867 -0.9503 0.8152
C -2.3331 -2.8740 3.2884
C -1.6387 -1.9219 2.5295
N -0.6631 -2.2609 1.6913
C -0.3857 -3.5781 1.4834
C -1.0244 -4.5904 2.2046
C -1.9973 -4.1953 3.1512
C -0.7432 -5.9428 1.8809
C 0.0845 -6.2101 0.8333
C 0.7223 -5.1709 0.1109
C 0.5589 -3.8592 0.4731
N 1.1899 -2.7033 -0.0534
C 1.9521 -2.7234 -1.2338
C 2.6738 -3.7383 -1.8148
C 3.2769 -3.5465 -3.0836
C 3.1763 -2.3595 -3.7514
C 2.5215 -1.2658 -3.1281
C 2.4073 0.0245 -3.6912
C 1.7771 1.0199 -2.9932
C 1.3002 0.7466 -1.7060
N 1.4056 -0.4568 -1.1430
C 1.9725 -1.4677 -1.8617
H -3.0948 -2.5447 3.9785
H -1.8807 -0.8704 2.6024
H -2.4938 -4.9525 3.7439
H -1.2210 -6.7353 2.4396
H 0.2734 -7.2319 0.5380
H 1.3410 -5.4538 -0.7185
H 2.8497 -4.6665 -1.3004
H 3.8207 -4.3707 -3.5234
H 3.6186 -2.2265 -4.7291
H 2.8224 0.2163 -4.6722
H 1.6507 2.0173 -3.3864
H 0.8311 1.5284 -1.1217
O -1.4602 3.8199 4.8423
C -1.0209 2.8427 4.0407
C -1.0214 2.9222 2.6489
C -0.5455 1.8502 1.9370
N -0.0841 0.7098 2.4930
C -0.0592 0.6742 3.8354
Br 0.6689 -0.8076 4.7193
C -0.5245 1.6949 4.6421
H -1.7415 4.5873 4.3281
H -1.3639 3.8053 2.1271
H -0.5209 1.8974 0.8600
H -0.4780 1.6118 5.7164
C -6.3568 4.4750 1.0355
C -5.2847 4.1771 0.0259
C -5.5509 4.2379 -1.3391
C -4.5672 3.9671 -2.2736
C -3.2908 3.6377 -1.8385
C -2.9953 3.5827 -0.4843
C -3.9947 3.8507 0.4361
S -2.0787 3.1994 -3.0331
O -2.2317 4.0521 -4.1725
O -0.8245 3.0919 -2.3261
N -2.5244 1.7033 -3.5521
C -1.8496 0.5509 -2.9600
C -2.5458 0.0532 -1.6900
C -1.5334 -0.7432 -0.9110
O -1.2260 -1.8810 -1.1924
O -0.8957 -0.0546 0.0481
H -7.3431 4.4786 0.5769
H -6.1975 5.4543 1.4891
H -6.3549 3.7374 1.8380
H -6.5453 4.5027 -1.6749
H -4.7801 4.0217 -3.3321
H -1.9903 3.3372 -0.1721
H -3.7751 3.8051 1.4965
H -2.5682 1.7121 -4.5617
H -0.8283 0.8387 -2.7199
H -1.8039 -0.2432 -3.7030
H -3.4057 -0.5663 -1.9385
H -2.8752 0.9015 -1.0883
F 1.8355 -2.1456 2.4104
As 3.5010 -2.9018 2.8747
F 4.1052 -2.3818 1.3449
F 2.9225 -4.3415 2.1075
F 4.9714 -3.6186 3.3406
F 2.6761 -3.3474 4.3179
F 3.8991 -1.3740 3.5530
Se 2.4840 0.8188 1.3663
C 3.7452 1.1232 -0.0391
C 4.6199 0.1836 -0.5714
C 5.4775 0.5579 -1.5980
C 5.4797 1.8578 -2.0827
C 4.6308 2.8026 -1.5274
C 3.7656 2.4398 -0.5069
H 4.6494 -0.8160 -0.1791
H 6.1611 -0.1740 -2.0076
H 6.1586 2.1404 -2.8761
H 4.6419 3.8237 -1.8838
H 3.1075 3.1795 -0.0686

Cartesian forces, eV/Å:
-0.466 0.029 0.113
0.231 0.135 -0.228
0.051 -0.314 -0.120
-0.385 0.063 0.590
0.157 0.055 0.046
-0.353 -0.110 0.073
0.095 -0.080 -0.081
-0.009 0.160 0.027
0.046 0.211 -0.069
-0.060 -0.117 0.099
0.132 0.141 -0.115
-0.138 0.299 0.134
0.118 -0.144 0.118
0.158 0.074 -0.089
-0.108 0.047 0.163
-0.039 0.087 0.114
0.216 -0.005 -0.198
0.049 -0.064 0.036
0.002 -0.147 0.201
0.153 -0.092 0.043
-0.156 0.289 -0.503
-0.174 0.178 0.061
-0.029 -0.013 -0.002
0.091 -0.046 0.004
-0.019 -0.031 -0.001
-0.016 -0.014 0.007
0.015 -0.021 -0.014
0.006 -0.045 -0.001
0.013 -0.027 -0.027
0.015 -0.005 0.006
0.002 -0.004 -0.021
0.002 -0.013 -0.032
0.004 0.027 -0.004
0.036 -0.065 -0.029
0.001 0.003 -0.113
-0.009 0.061 0.161
0.067 -0.151 -0.005
0.003 0.098 0.026
0.258 -0.343 0.112
-0.024 0.134 0.120
-0.052 -0.032 -0.012
0.005 0.005 -0.153
0.007 -0.009 0.045
-0.002 0.034 -0.003
-0.023 -0.033 0.032
-0.015 0.007 0.019
0.019 -0.004 0.007
-0.018 0.014 0.005
-0.036 0.023 -0.036
0.056 0.047 0.032
-0.178 -0.149 0.037
-0.043 0.046 -0.049
0.047 0.002 0.035
0.020 0.307 0.061
0.097 0.008 0.028
0.018 -0.003 -0.063
0.054 -0.181 0.011
-0.005 0.023 -0.028
-0.090 0.166 0.275
0.232 0.013 0.017
-0.308 0.049 -0.118
0.358 -0.727 -0.338
-0.015 -0.004 -0.011
0.009 0.020 0.002
0.000 -0.006 0.011
-0.009 -0.011 -0.006
-0.008 -0.015 -0.031
0.022 -0.023 -0.004
0.000 -0.019 0.019
-0.066 0.002 -0.048
0.001 -0.107 -0.046
-0.050 -0.007 0.000
0.020 -0.027 0.032
-0.017 -0.019 -0.066
0.044 0.592 -0.467
0.198 -0.293 0.477
-0.146 0.133 -0.189
-0.013 0.151 0.030
-0.057 0.024 -0.061
0.022 -0.002 0.001
-0.101 -0.085 -0.110
0.087 -0.080 0.148
0.121 0.185 -0.149
-0.101 0.163 -0.027
-0.012 -0.054 0.006
0.032 -0.011 -0.028
-0.033 0.014 0.034
0.033 -0.098 -0.011
-0.037 -0.268 0.106
0.013 -0.016 -0.010
0.013 -0.006 -0.010
0.001 0.021 -0.001
-0.032 0.002 0.002

***

4.
A structure of composition C4H10N4 at a distorted geometry. Source: OMol25; level of theory: ωB97M-V/def2-TZVPD.

The calculation puts the relative energy (zero: lowest compared OMol25 entry of this formula, charge and spin) at 765.6 kJ/mol. The calculation puts the HOMO energy at -0.28433 Ha.

CARTESIAN COORDINATES (ANGSTROEM)
C 1.4595 -1.3898 0.7232
C -0.6388 -1.8392 -0.3883
C -0.9919 0.2841 0.7722
C 0.5358 2.8889 -1.0940
H 1.6627 -1.1488 2.0784
H 1.4955 -0.4046 0.2103
H 2.3955 -1.9082 0.2970
H 0.2314 -3.8338 0.6879
H -1.0092 -2.5892 -1.2033
H -1.5055 -0.1191 1.6919
H -0.0415 0.8267 -1.2357
H -0.4945 3.4082 -1.3339
H 0.9542 3.7182 -0.3039
H 1.2434 2.5364 -2.0633
N 0.3431 -2.3029 0.2605
N -1.2371 -0.6265 -0.3225
N -0.3575 1.3667 0.7166
N 0.2345 1.5413 -0.4980

Cartesian forces, eV/Å:
2.210 -1.324 2.584
-5.981 2.565 -3.385
-1.439 -3.443 0.722
-0.714 0.210 0.343
-0.989 -1.000 -4.416
-0.920 -0.625 0.376
-1.133 0.697 1.243
0.679 5.243 -1.519
-0.016 1.528 1.457
0.787 1.113 -0.622
0.133 1.335 1.285
1.995 -0.959 -0.442
-0.215 -2.594 -1.939
-1.980 1.862 2.679
4.410 -3.762 4.407
1.896 -2.067 -0.194
-0.084 1.077 -0.744
1.360 0.144 -1.837

***

| no. | E (eV) |
| --- | --- |
| 1 | -97292.07345 |
| 2 | -31056.21482 |
| 3 | -283860.92065 |
| 4 | -10262.91558 |